DFT (wB97M-V/def2-TZVPD) results for an isolated ion of composition C26H54FIN3O3 and charge +1.

Summary:
total charge: +1
Kohn-Sham gap: 9.6 eV

```
88
Properties=species:S:1:pos:R:3:forces:R:3
C 4.727981 -3.411934 2.153991 0.076 -0.042 -0.063
C 3.822067 -2.249339 2.540466 -0.034 -0.016 0.027
C 2.516538 -2.196680 1.720701 -0.015 0.011 0.097
C 2.313522 -0.806312 1.108520 -0.127 -0.051 0.198
C 3.331576 -0.491590 0.011809 -0.099 0.010 -0.078
N 0.828937 -0.643124 0.752251 0.191 0.159 -0.035
C 0.191231 0.765066 0.947679 -0.103 0.046 0.026
C 0.943422 2.068393 0.572023 -0.028 -0.089 -0.031
C 2.086128 2.435382 1.532879 -0.006 -0.015 -0.027
C 1.280754 2.361045 -0.890583 -0.019 -0.044 0.039
C 1.300040 3.871028 -1.183191 0.040 0.051 0.008
C -1.287579 0.661369 0.455736 -0.168 -0.075 0.148
C -1.978516 2.041313 0.323848 -0.047 -0.046 -0.044
C -2.389829 2.933219 1.521947 0.058 -0.032 0.067
O -2.512743 4.220862 0.940396 -0.270 -0.033 -0.289
C -1.492146 3.039727 2.771868 0.036 -0.189 0.002
N -1.932416 4.153715 3.594657 -0.184 -0.021 0.159
C -2.138589 -0.116082 1.502452 0.194 0.106 -0.006
F -1.496572 -1.355834 1.816055 0.002 0.038 -0.069
C -3.583540 -0.364331 1.112007 -0.103 0.047 0.083
C -4.187308 -1.633335 1.708619 0.004 0.036 0.049
N -1.290171 0.129998 -0.892978 0.371 0.081 -0.163
C -0.809204 -1.164022 -1.317142 0.043 -0.130 0.184
C -0.367730 -1.112234 -2.800782 -0.058 -0.047 -0.058
C 0.927875 -0.386034 -3.174345 0.063 0.035 0.057
C 0.939295 0.459593 -4.460671 0.048 -0.095 -0.164
C -0.143115 1.528574 -4.749110 0.062 0.001 0.123
O -1.097177 1.685650 -3.695628 -0.211 -0.116 -0.001
C -1.899355 -2.292739 -1.200093 -0.005 0.165 0.213
I -3.612485 -1.798637 -2.416128 -0.114 -0.039 -0.075
C -1.451719 -3.745003 -1.463095 0.034 -0.037 -0.029
C -1.341616 -4.598098 -0.197683 -0.007 -0.034 0.024
C 0.313685 -1.650447 -0.343085 -0.040 -0.267 -0.265
O 1.345989 -2.302551 -0.984908 0.213 0.188 0.251
H 5.711837 -3.313176 2.611987 -0.019 -0.016 0.025
H 4.313206 -4.370249 2.468926 -0.063 0.022 -0.010
H 4.868205 -3.460216 1.071067 0.030 0.038 0.030
H 4.368964 -1.308464 2.425335 0.005 -0.029 -0.048
H 3.577537 -2.321036 3.601615 0.030 0.065 0.001
H 1.662815 -2.425359 2.370894 0.040 -0.053 0.008
H 2.535256 -2.953392 0.938013 -0.026 0.030 -0.018
H 2.435591 -0.104823 1.933194 -0.051 0.145 -0.067
H 3.956296 0.352331 0.282048 0.073 0.091 0.061
H 3.983640 -1.350371 -0.142618 -0.034 -0.011 -0.044
H 2.877997 -0.243535 -0.943922 -0.046 0.098 0.015
H 0.417885 -1.087176 1.571423 -0.143 -0.043 -0.122
H 0.143665 0.810175 2.040231 0.029 0.021 0.025
H 0.176266 2.805067 0.789645 -0.091 -0.071 0.084
H 2.102343 3.515148 1.681234 0.059 -0.005 -0.030
H 1.971967 1.987395 2.522177 -0.067 0.026 0.007
H 3.064995 2.162486 1.148925 0.113 -0.122 -0.053
H 2.248128 1.924557 -1.147780 -0.021 -0.098 -0.033
H 0.511805 1.905017 -1.507053 0.037 -0.113 -0.191
H 2.146529 4.150210 -1.810332 -0.051 -0.007 -0.023
H 1.365729 4.470162 -0.272311 0.038 -0.033 -0.028
H 0.389368 4.172357 -1.702517 0.016 0.019 0.043
H -2.909996 1.833690 -0.211025 0.007 0.083 0.010
H -1.398339 2.654270 -0.362976 0.039 0.014 0.004
H -3.363198 2.588161 1.891684 -0.027 0.097 -0.053
H -3.299477 4.662141 1.282234 0.299 -0.032 0.171
H -1.578532 2.116462 3.352278 0.088 -0.033 -0.045
H -0.442414 3.138849 2.494269 -0.038 0.139 0.059
H -2.198680 3.867009 4.524895 0.064 0.022 -0.007
H -1.249410 4.891793 3.669960 -0.038 0.006 -0.084
H -2.098233 0.437997 2.439129 0.015 -0.100 0.085
H -4.157904 0.486258 1.488157 0.006 0.024 -0.107
H -3.693430 -0.358330 0.026927 0.014 -0.080 0.029
H -3.687181 -2.537726 1.362993 -0.014 0.027 -0.014
H -4.130101 -1.624039 2.797981 -0.001 -0.010 -0.004
H -5.236584 -1.701916 1.426294 0.000 -0.011 0.005
H -2.020490 0.484705 -1.489640 0.009 0.076 -0.042
H -1.188993 -0.650131 -3.337528 -0.074 0.062 0.050
H -0.325298 -2.140585 -3.161140 0.038 0.051 -0.060
H 1.700693 -1.143804 -3.359519 0.076 0.084 0.022
H 1.284215 0.212023 -2.340120 -0.102 0.233 0.105
H 0.950063 -0.236888 -5.302774 -0.060 0.007 0.009
H 1.911828 0.956672 -4.493107 -0.007 -0.049 -0.003
H -0.658718 1.278005 -5.677049 -0.006 -0.048 0.019
H 0.348726 2.490278 -4.912731 -0.012 0.005 0.010
H -1.972434 1.774555 -4.095539 0.258 0.064 0.145
H -2.310957 -2.227569 -0.194283 0.000 -0.025 -0.096
H -2.170011 -4.223748 -2.125008 0.023 0.000 -0.022
H -0.498688 -3.754426 -1.993699 -0.016 -0.020 0.015
H -1.242633 -5.650529 -0.462860 -0.018 0.006 -0.022
H -2.233481 -4.497299 0.424901 0.021 -0.010 -0.010
H -0.468926 -4.355337 0.412375 -0.033 0.054 0.010
H -0.124979 -2.403547 0.298746 0.004 -0.067 -0.018
H 1.776309 -1.720715 -1.622487 -0.168 -0.076 -0.154
```
Positions in Å, forces in eV/Å.